1.
C16H32ClFNO9 | ωB97M-V/def2-TZVPD

Geometry as ORCA input:
```
! RIJCOSX wB97M-V def2-TZVPD def2/J DEFGRID3
* xyz 1 1
F -1.10 5.26 -0.19
C 0.07 4.69 -0.62
C 0.41 5.04 -2.05
C -0.40 4.02 -2.85
Cl -0.07 3.96 -4.57
C -0.03 2.75 -2.10
N -0.27 3.19 -0.68
H 0.83 4.89 0.13
H 0.24 6.09 -2.27
H 1.47 4.80 -2.18
H -1.47 4.22 -2.70
H -0.64 1.88 -2.35
H 1.03 2.53 -2.24
H 0.14 2.60 0.04
H -1.29 3.17 -0.53
C -6.09 0.13 0.25
C -6.77 1.07 1.22
O -5.80 1.86 1.95
C -5.31 2.91 1.30
O -5.59 3.26 0.18
O -4.44 3.53 2.11
C -3.90 4.73 1.56
H -5.36 -0.50 0.77
H -6.83 -0.52 -0.21
H -5.58 0.68 -0.54
H -7.30 0.52 1.99
H -7.46 1.73 0.71
H -4.69 5.42 1.26
H -3.29 4.51 0.68
H -3.29 5.17 2.34
C 1.72 -0.41 3.98
C 0.90 -0.66 2.74
O 1.49 -0.03 1.57
C 2.52 -0.70 1.04
O 2.95 -1.76 1.40
O 2.99 0.01 0.01
C 4.12 -0.59 -0.66
H 1.86 0.66 4.14
H 1.19 -0.81 4.85
H 2.69 -0.89 3.91
H -0.09 -0.21 2.81
H 0.78 -1.72 2.54
H 3.90 -1.61 -0.94
H 4.99 -0.56 -0.01
H 4.29 0.02 -1.54
C 1.47 -3.90 -1.10
C 2.16 -4.58 0.07
O 2.48 -5.95 -0.23
C 3.56 -6.12 -0.99
O 4.28 -5.24 -1.41
O 3.74 -7.42 -1.19
C 4.88 -7.76 -1.99
H 0.59 -4.46 -1.40
H 1.16 -2.90 -0.80
H 2.14 -3.82 -1.95
H 1.50 -4.63 0.93
H 3.06 -4.05 0.36
H 5.78 -7.29 -1.59
H 4.73 -7.43 -3.02
H 4.96 -8.84 -1.95
*
```

Computed properties:
Gap between HOMO and LUMO in eV: 8.94
E_tot in hartree: -1920.61984


2.
C31H56MgN7O | ωB97M-V/def2-TZVPD

Geometry as ORCA input:
```
! RIJCOSX wB97M-V def2-TZVPD def2/J DEFGRID3
* xyz 2 2
Mg 1.49 1.80 3.88
C 0.38 -1.42 1.17
C 0.58 0.11 1.20
C -0.44 0.83 0.39
O 0.79 0.69 2.45
H 1.28 -1.97 1.43
H 0.01 -1.77 0.21
H -0.43 -1.83 1.78
H 1.50 0.33 0.66
H -0.17 1.87 0.22
H -1.41 0.86 0.89
H -0.64 0.31 -0.55
C -1.41 -5.67 -0.09
C -2.00 -5.13 -1.43
C -1.80 -3.56 -1.56
C -2.73 -2.90 -0.61
N -3.47 -2.34 0.09
H -1.51 -6.75 0.00
H -1.78 -5.17 0.80
H -0.34 -5.48 -0.07
H -3.05 -5.42 -1.49
H -1.47 -5.67 -2.21
H -1.97 -3.17 -2.56
H -0.78 -3.25 -1.31
C 1.59 5.63 0.28
C 1.96 4.24 -0.35
C 1.69 4.32 -1.85
C 0.20 4.40 -2.03
N -0.95 4.53 -2.15
H 1.85 6.47 -0.37
H 2.01 5.74 1.28
H 0.51 5.61 0.37
H 1.38 3.45 0.13
H 3.03 4.06 -0.27
H 2.04 3.40 -2.31
H 2.09 5.24 -2.27
C -4.78 1.05 -0.45
C -4.57 2.32 -1.24
C -3.27 3.00 -1.03
C -3.07 3.37 0.38
N -2.93 3.67 1.51
H -3.93 0.38 -0.55
H -5.68 0.54 -0.80
H -4.85 1.21 0.63
H -5.48 2.92 -1.15
H -4.58 2.14 -2.31
H -3.17 3.84 -1.72
H -2.38 2.38 -1.10
C -2.29 0.60 -4.99
C -1.79 1.14 -3.63
C -0.31 0.76 -3.30
C -0.01 -0.67 -3.26
N 0.22 -1.79 -3.25
H -1.78 1.10 -5.81
H -3.35 0.85 -5.06
H -2.31 -0.49 -5.03
H -2.46 0.69 -2.90
H -1.88 2.22 -3.62
H 0.15 1.30 -2.47
H 0.37 0.99 -4.12
C 4.59 -1.07 -3.57
C 3.21 -1.11 -2.85
C 3.30 -1.08 -1.37
C 3.79 0.22 -0.85
N 4.24 1.20 -0.43
H 5.19 -1.96 -3.39
H 5.19 -0.20 -3.32
H 4.45 -1.06 -4.65
H 2.67 -2.02 -3.09
H 2.57 -0.28 -3.16
H 3.98 -1.88 -1.09
H 2.32 -1.22 -0.92
C -2.24 -0.14 5.65
C -2.13 -0.93 4.33
C -2.86 -0.29 3.15
C -4.35 -0.25 3.28
N -5.50 -0.19 3.41
H -1.90 0.87 5.39
H -1.66 -0.62 6.43
H -3.27 -0.02 5.98
H -2.51 -1.95 4.43
H -1.08 -0.96 4.02
H -2.69 -0.81 2.21
H -2.54 0.75 3.06
C 5.24 -1.38 2.10
C 4.42 -2.48 2.82
C 4.11 -2.14 4.31
C 3.42 -0.84 4.46
N 2.91 0.20 4.59
H 6.13 -1.08 2.65
H 4.70 -0.44 2.05
H 5.58 -1.65 1.10
H 4.94 -3.44 2.82
H 3.47 -2.64 2.31
H 5.02 -2.16 4.91
H 3.41 -2.84 4.77
*
```

Computed properties:
Gap between HOMO and LUMO (spin up / spin down) in eV: 5.39 / 4.21
<S²>: 0.755
E_tot in hartree: -1872.69407


3.
C34H51Cl4N4O5P | ωB97M-V/def2-TZVPD

Geometry as ORCA input:
```
! RIJCOSX wB97M-V def2-TZVPD def2/J DEFGRID3
* xyz 0 1
C 5.51 -3.62 -1.03
C 4.09 -3.18 -1.43
C 3.04 -3.39 -0.32
C 3.53 -2.94 1.05
C 2.39 -2.52 1.99
C 1.19 -3.46 1.99
C 0.07 -3.01 2.94
C -0.34 -1.55 2.71
C -1.87 -1.26 2.77
C -2.30 -0.41 1.58
C -3.18 -0.87 0.59
C -3.81 -2.24 0.68
C -2.84 -3.43 0.49
O -2.81 -4.18 1.71
C -3.24 -4.39 -0.63
N -4.58 -4.96 -0.50
C -3.52 -0.02 -0.51
P -4.66 -0.49 -1.86
N -6.17 -0.81 -1.05
O -4.14 -1.97 -2.30
C -2.97 1.27 -0.64
N -3.24 2.14 -1.71
C -2.07 1.69 0.34
C -1.76 0.88 1.44
C -0.80 1.47 2.43
O -0.93 1.39 3.62
C 0.33 2.21 1.81
C 1.62 2.10 2.30
C 2.63 2.78 1.64
C 2.36 3.55 0.50
C 3.51 4.22 -0.20
C 1.05 3.66 0.01
N 0.85 4.43 -1.19
C 0.36 3.63 -2.33
C 0.22 5.66 -0.97
C -0.81 6.15 -1.95
O 0.56 6.35 -0.04
C 0.03 2.98 0.68
C -1.39 3.01 0.26
O -1.96 4.02 -0.08
H 6.08 -3.89 -1.91
H 5.45 -4.48 -0.37
H 6.03 -2.81 -0.53
H 4.11 -2.14 -1.74
H 3.80 -3.75 -2.31
H 2.16 -2.84 -0.63
H 2.79 -4.46 -0.33
H 4.15 -2.06 0.90
H 4.13 -3.72 1.51
H 2.76 -2.43 3.01
H 2.11 -1.50 1.70
H 1.56 -4.41 2.38
H 0.80 -3.63 0.99
H 0.49 -3.09 3.94
H -0.78 -3.68 2.88
H 0.01 -1.23 1.73
H 0.15 -0.90 3.43
H -2.08 -0.69 3.67
H -2.46 -2.17 2.83
H -4.61 -2.34 -0.04
H -4.21 -2.33 1.68
H -1.84 -3.06 0.24
H -2.01 -4.70 1.68
H -2.55 -5.23 -0.54
H -3.08 -3.95 -1.60
H -5.26 -4.29 -0.16
H -4.56 -5.76 0.11
H -6.62 -1.56 -1.56
H -6.72 0.02 -1.24
H -4.30 -2.11 -3.24
H -3.46 3.07 -1.38
H -4.02 1.82 -2.28
H 1.82 1.49 3.17
H 3.65 2.69 1.99
H 3.96 3.49 -0.88
H 4.27 4.53 0.50
H 3.15 5.03 -0.83
H -0.67 3.29 -2.24
H 0.43 4.22 -3.23
H 1.05 2.79 -2.46
H -1.33 7.00 -1.51
H -0.31 6.44 -2.87
H -1.53 5.38 -2.21
Cl -3.98 -3.35 -5.76
C -2.42 -4.19 -5.98
C -1.82 -4.60 -4.66
Cl -1.30 -3.18 -3.71
H -1.76 -3.53 -6.53
H -2.62 -5.07 -6.58
H -0.93 -5.21 -4.83
H -2.52 -5.17 -4.06
Cl 7.17 6.79 2.93
C 5.58 7.54 2.65
C 4.54 7.03 3.62
Cl 4.13 5.32 3.33
H 5.29 7.34 1.62
H 5.70 8.61 2.78
H 3.62 7.60 3.49
H 4.87 7.13 4.65
*
```

Computed properties:
Gap between HOMO and LUMO in eV: 7.79
E_tot in hartree: -4103.57136
Structure (SMILES): CCCCCCCCCc1c(C[C@@H](O)CN)c(P(N)O)c(N)c2c1C(=O)c1ccc(C)c(N(C)C(C)=O)c1C2=O.ClCCCl.ClCCCl


4.
C3H4OS | ωB97M-V/def2-TZVPD

Geometry as ORCA input:
```
! RIJCOSX wB97M-V def2-TZVPD def2/J DEFGRID3
* xyz 0 1
C 2.53 0.90 -0.01
C -0.06 -0.42 -0.04
C -1.36 -0.38 0.09
O 4.90 0.04 0.02
S 3.48 -0.38 0.01
H 2.70 1.96 -0.03
H 0.66 -1.17 -0.26
H -1.95 -1.29 -0.04
H -1.92 0.50 0.32
*
```

Computed properties:
Gap between HOMO and LUMO (spin up / spin down) in eV: 9.60 / 7.99
E_tot in hartree: -589.88381
Energy relative to the best compared isomer or geometry (same formula, charge and spin) in eV: 6.554


5.
C3H10N2O3 | ωB97M-V/def2-TZVPD

Geometry as ORCA input:
```
! RIJCOSX wB97M-V def2-TZVPD def2/J DEFGRID3
* xyz 0 1
N 0.69 2.05 1.96
O 0.22 1.12 0.98
C 1.33 0.63 0.27
C 0.87 -0.06 -1.03
O 0.22 0.87 -1.87
C -0.03 -1.28 -0.79
O -1.17 -0.90 -0.04
N -2.19 -1.91 -0.05
H 0.25 2.90 1.64
H 0.13 1.76 2.78
H 1.94 1.48 -0.06
H 2.02 -0.06 0.82
H 1.76 -0.37 -1.60
H -0.70 0.90 -1.48
H 0.49 -2.12 -0.21
H -0.43 -1.60 -1.77
H -2.42 -1.98 0.97
H -2.97 -1.43 -0.51
*
```

Computed properties:
Gap between HOMO and LUMO in eV: 10.75
E_tot in hartree: -455.38819
Structure (SMILES): NOCC(O)CON
Energy relative to the best compared isomer or geometry (same formula, charge and spin) in eV: 4.991


6.
C40H32F2N4O2PtSTe | ωB97M-V/def2-TZVPD

Geometry as ORCA input:
```
! RIJCOSX wB97M-V def2-TZVPD def2/J DEFGRID3
* xyz 0 1
Pt 0.07 0.15 -0.10
C -6.02 -3.37 1.26
C -4.75 -2.57 1.25
C -4.34 -1.85 2.37
C -3.18 -1.09 2.35
C -2.82 -0.39 3.61
O -3.69 0.08 4.32
C -1.40 -0.35 4.04
C -0.44 -1.24 3.56
C 0.85 -1.21 4.05
C 1.20 -0.31 5.04
C 0.25 0.57 5.54
C -1.04 0.56 5.03
C -2.42 -0.93 1.16
O -1.50 -0.01 1.18
C -2.83 -1.68 0.01
C -3.97 -2.50 0.12
C -2.21 -1.58 -1.28
N -1.06 -1.01 -1.50
C -0.63 -0.74 -2.85
C -1.15 0.62 -3.33
Te -1.29 2.12 -1.74
C -3.41 1.86 -1.57
C -4.03 1.59 -0.35
C -5.40 1.42 -0.29
C -6.17 1.52 -1.44
C -5.56 1.81 -2.65
C -4.19 1.99 -2.71
C -2.99 -2.10 -2.44
C -4.13 -1.41 -2.85
C -4.83 -1.81 -3.97
C -4.40 -2.91 -4.70
C -3.29 -3.62 -4.28
C -2.58 -3.22 -3.16
H -6.45 -3.40 2.26
H -5.84 -4.39 0.92
H -6.75 -2.92 0.58
H -4.91 -1.88 3.28
H -0.73 -1.98 2.82
H 1.59 -1.91 3.67
H 2.20 -0.30 5.44
H 0.51 1.26 6.33
H -1.79 1.24 5.40
H -4.26 -3.09 -0.74
H -0.98 -1.50 -3.55
H 0.46 -0.74 -2.88
H -2.17 0.52 -3.71
H -0.51 1.03 -4.11
H -3.43 1.52 0.55
H -5.86 1.20 0.66
H -7.24 1.38 -1.39
H -6.15 1.91 -3.55
H -3.72 2.23 -3.66
H -4.46 -0.56 -2.27
H -5.70 -1.25 -4.28
H -4.94 -3.22 -5.58
H -2.96 -4.49 -4.84
H -1.71 -3.77 -2.85
N 3.50 -0.69 -2.30
C 3.33 0.53 -2.90
C 3.96 1.13 -3.97
C 3.54 2.41 -4.32
C 2.56 3.07 -3.59
C 1.92 2.47 -2.52
C 2.27 1.16 -2.19
N 1.80 0.30 -1.24
C 2.56 -0.81 -1.30
C 2.37 -1.94 -0.49
C 3.18 -3.07 -0.37
S 2.44 -4.23 0.68
C 1.12 -3.13 0.89
N 1.23 -2.01 0.26
H 4.19 -1.38 -2.53
H 4.75 0.63 -4.50
H 4.00 2.91 -5.16
H 2.30 4.09 -3.85
H 1.22 3.03 -1.91
H 4.14 -3.25 -0.80
H 0.27 -3.40 1.49
F 2.24 1.16 1.52
C 0.94 1.42 1.23
F 0.95 2.68 0.67
H 0.41 1.51 2.19
*
```

Computed properties:
Gap between HOMO and LUMO in eV: 4.98
E_tot in hartree: -2898.23268
Energy relative to the best compared isomer or geometry (same formula, charge and spin) in eV: 0.655